This record from the Open Molecules 2025 dataset describes an isolated molecule of C21H29N5O6S at a distorted geometry. The level of theory is the ωB97M-V functional and the def2-TZVPD basis.

The geometry in ORCA input format:
```
! wB97M-V def2-TZVPD RIJCOSX def2/J DEFGRID3
* xyz 0 1
C -1.255 -5.058 -0.609
C -2.102 -3.794 -0.662
H -2.705 -3.792 -1.573
H -1.453 -2.916 -0.683
C -3.030 -3.689 0.552
C -3.797 -2.417 0.529
N -5.117 -2.367 0.531
N -5.492 -1.089 0.490
C -4.419 -0.272 0.458
C -3.281 -1.098 0.481
N -2.012 -0.630 0.457
C -1.876 0.657 0.404
N -2.948 1.515 0.378
C -4.290 1.157 0.399
O -5.167 2.001 0.368
H -2.758 2.510 0.325
C -0.507 1.190 0.377
C 0.524 0.258 0.500
C 1.844 0.642 0.476
C 2.187 1.971 0.335
C 1.187 2.916 0.209
C -0.159 2.552 0.228
O -1.160 3.458 0.105
C -0.877 4.838 -0.081
C -2.214 5.553 -0.206
H -2.772 5.160 -1.051
H -2.050 6.616 -0.353
H -2.804 5.408 0.695
H -0.316 5.225 0.780
H -0.282 4.978 -0.992
H 1.463 3.952 0.093
H 3.224 2.265 0.311
S 3.111 -0.598 0.699
O 3.527 -0.535 2.076
O 2.638 -1.864 0.209
N 4.379 -0.071 -0.257
C 4.527 -0.767 -1.520
H 5.537 -0.611 -1.900
C 3.510 -0.250 -2.541
O 2.181 -0.385 -2.112
H 2.086 -1.230 -1.647
H 3.665 -0.789 -3.488
H 3.662 0.819 -2.717
H 4.364 -1.842 -1.373
C 5.573 0.430 0.394
H 5.252 1.093 1.201
H 6.128 1.016 -0.343
C 6.472 -0.664 1.005
O 6.238 -0.874 2.367
H 5.275 -0.917 2.509
H 6.333 -1.597 0.435
H 7.523 -0.368 0.926
H 0.266 -0.783 0.607
C -6.875 -0.710 0.488
H -6.931 0.376 0.438
H -7.362 -1.067 1.397
H -7.381 -1.151 -0.373
H -2.425 -3.721 1.462
H -3.734 -4.522 0.571
H -0.618 -5.125 -1.487
H -1.887 -5.943 -0.573
H -0.619 -5.052 0.274
*
```

For the orbital gap, the calculation gives 8.12 eV. As for the largest force on an atom: 1.4 eV/A. The value obtained for the energy relative to the best compared isomer or geometry (same formula, charge and spin) is 0.6497 eV. The HOMO energy comes out at -8.10 eV. The structure (SMILES) is CCCc1nn(C)c2c(=O)[nH]c(-c3cc(S(=O)(=O)N(CCO)CCO)ccc3OCC)nc12.

This record from the Open Molecules 2025 dataset describes a structure of composition C4H6N2O2 at a distorted geometry. The level of theory is the ωB97M-V functional and the def2-TZVPD basis.

The geometry in ORCA input format:
```
! wB97M-V def2-TZVPD RIJCOSX def2/J DEFGRID3
* xyz 0 1
C 0.881 -0.098 -0.108
C 0.456 -1.375 -0.065
C -1.374 -0.137 -0.212
C -0.331 0.610 -0.506
H 2.382 1.188 0.263
H 3.038 -0.423 0.193
H 1.175 -2.273 0.151
H -1.689 -2.182 -0.504
H -2.659 1.005 0.838
H -0.013 2.794 -0.336
N 2.334 0.251 -0.163
N -0.931 -1.499 0.385
O -2.804 0.112 -0.220
O -0.465 2.028 0.284
*
```

For the orbital gap, the calculation gives 8.00 eV. As for the largest force on an atom: 8.1 eV/A. The value obtained for the energy relative to the best compared isomer or geometry (same formula, charge and spin) is 8.3961 eV. The HOMO energy comes out at -8.10 eV.